{"formula": "C11H15N3O4", "method": "ωB97M-V/def2-TZVPD", "species": ["C", "C", "C", "N", "C", "O", "N", "C", "O", "C", "C", "N", "C", "C", "O", "H", "H", "H", "H", "H", "H", "C", "H", "H", "H", "C", "O", "H", "H", "H", "H", "H", "H"], "coordinates": [[4.46918, 2.25658, 1.14626], [3.39380, 2.02277, 0.51014], [3.20339, 1.31908, -0.76334], [2.30358, 0.00030, -0.48686], [2.96714, -1.28670, -0.26881], [4.09189, -1.25216, -0.02411], [2.05921, -2.31595, 0.33163], [0.73996, -2.25085, 0.02630], [0.19455, -3.31074, 0.34127], [0.12583, -1.09050, -0.23147], [-1.37924, -0.79118, -0.25332], [-2.01681, 0.22851, -0.75079], [-3.29406, 0.24994, -0.82515], [-3.85895, 0.93151, 0.70191], [-5.26364, 1.10026, 0.48011], [-5.47654, 1.85868, 0.18050], [-3.27871, 1.54359, 1.09634], [-3.80700, -0.03332, 1.45527], [-3.33614, 1.37095, -1.47567], [-3.92048, -0.36853, -0.97786], [-1.28988, 0.89487, -0.91727], [-2.25659, -2.08792, 0.23297], [-3.20833, -1.86904, 0.08484], [-1.94224, -2.47351, 1.25168], [-1.88927, -2.83695, -0.82995], [0.95567, 0.15447, -0.53625], [0.39624, 1.03857, -0.84547], [2.67183, -2.87927, 0.38809], [2.41760, 1.77819, -1.36819], [4.03764, 0.85774, -1.06422], [2.34095, 2.52361, 0.90725], [4.49494, 2.81033, 1.83632], [5.35446, 1.90668, 0.64785]], "energy_ev": -24298.5192, "max_force_ev_per_a": 17.84, "homo_lumo_gap_ev": 8.50}

***

{"formula": "C11H15N4", "method": "ωB97M-V/def2-TZVPD", "species": ["C", "C", "C", "C", "C", "C", "C", "C", "C", "C", "C", "N", "N", "N", "N", "H", "H", "H", "H", "H", "H", "H", "H", "H", "H", "H", "H", "H", "H", "H"], "coordinates": [[1.96614, -0.61947, -0.94674], [-0.21737, -1.19500, -1.65276], [0.05664, 0.12079, 0.34715], [1.18090, -1.17612, -1.90833], [1.51978, -0.28555, 0.41146], [-0.74650, -0.33772, -0.71477], [-0.50630, 1.04765, 1.51791], [-1.98914, 1.10841, 2.14222], [1.51778, -1.67580, -3.30878], [2.61681, 0.49028, 1.14570], [-2.18857, 0.10982, -0.86893], [-0.39601, 2.42078, 1.14160], [-2.38199, 2.30702, 1.99971], [-1.37191, 3.05072, 1.44806], [-2.74226, 0.15351, 2.71472], [2.99808, -0.53062, -1.15991], [-0.74100, -1.61241, -2.44262], [0.26407, 0.98035, 2.37467], [0.97190, -2.71028, -3.47739], [1.30297, -0.95415, -4.14675], [2.59931, -2.01521, -3.55658], [2.22656, 0.65732, 2.19248], [3.53062, -0.10904, 1.22476], [2.83695, 1.47916, 0.75521], [-2.78649, -0.44611, -1.48717], [-2.72312, 0.01863, 0.10967], [-2.41074, 1.11480, -1.20012], [-3.68753, 0.36301, 3.04693], [-2.24754, -0.53885, 3.29445], [1.54796, -1.21594, 1.00414]], "energy_ev": -17599.4114, "max_force_ev_per_a": 3.57, "homo_lumo_gap_ev": 6.46, "total_charge": 1}

***

{"formula": "C11H15NO", "method": "ωB97M-V/def2-TZVPD", "species": ["C", "C", "C", "N", "C", "C", "C", "C", "C", "C", "H", "H", "H", "H", "H", "H", "H", "H", "H", "C", "C", "O", "H", "H", "H", "H", "H", "H"], "coordinates": [[1.86359, 2.08048, 1.69280], [0.81471, 1.14094, 1.17286], [-0.49416, 1.44894, 0.98876], [-1.20034, 0.33344, 0.58799], [-0.32800, -0.73656, 0.50283], [-0.65568, -2.10571, 0.52163], [0.27281, -2.97643, 1.03097], [1.53024, -2.54483, 1.51526], [1.86203, -1.22297, 1.38726], [0.93503, -0.26980, 0.92111], [2.62467, 1.50910, 2.23696], [1.40712, 2.74046, 2.42592], [2.45141, 2.58073, 0.91862], [-1.03462, 2.37897, 0.99290], [-2.10788, 0.38971, 0.17090], [-1.60207, -2.47520, 0.15566], [0.04854, -4.03105, 1.06557], [2.20405, -3.27637, 1.93730], [2.81743, -0.84798, 1.74320], [-2.45898, 0.96442, -2.43054], [-1.30119, 1.53570, -3.20631], [-0.04544, 0.93069, -2.79039], [-3.41007, 1.39270, -2.74646], [-2.35082, 1.20917, -1.37562], [-2.50709, -0.12412, -2.50947], [-1.32652, 1.20537, -4.23929], [-1.18710, 2.61217, -3.12387], [-0.15464, 0.50927, -1.92575]], "energy_ev": -15187.3602, "max_force_ev_per_a": 1.95, "homo_lumo_gap_ev": 8.78}

***

Looking at energy above the lowest of the compared OMol25 structures with the same formula, charge and spin for the records above, in order, we have 328.8, 89.0, 13.0 kcal/mol.
Looking at E_HOMO for the records above, in order, we have -8.15, -12.74, -7.95 eV.